ORCA calculation (the ωB97M-V functional and the def2-TZVPD basis) on C6H8Br3FNO3 as an isolated structure in a non-equilibrium geometry.

Geometry as XYZ:
```
22
Properties=species:S:1:pos:R:3:nbo_charge:R:1
C 1.296 -0.158 -0.199 -0.75
C 0.776 0.961 -1.209 0.80
O 1.332 1.006 -2.347 -0.61
O -0.205 1.931 -0.932 -0.52
C -1.390 1.359 -0.304 0.07
N -2.661 1.800 -0.965 -0.77
C -3.786 1.033 -0.374 -0.35
C -3.893 -0.478 -0.976 0.84
O -4.106 -0.759 -2.160 -0.57
F -3.659 -1.535 0.007 -0.43
H 0.589 -1.062 -0.323 0.25
H 1.091 0.246 0.864 0.22
H 2.392 -0.438 -0.354 0.23
H -1.359 0.219 -0.402 0.11
H -1.415 1.694 0.800 0.10
H -3.651 0.993 0.777 0.15
H -4.769 1.563 -0.659 0.21
C 4.799 -1.687 1.794 -0.49
Br 4.909 -0.649 0.160 0.11
Br 3.778 -0.769 3.163 0.09
Br 4.120 -3.474 1.466 0.08
H 5.813 -1.796 2.172 0.22
```

Output
2S+1: 1
charge: -1
maximum force: 4.913 eV/Å
HOMO: -2.55 eV
energy: -8335.74522 hartree
lowest unoccupied orbital energy: 1.502 eV